# 1
Formula: C16H48K3O20P
Source: OMol25
Level of theory: ωB97M-V/def2-TZVPD

Cartesian coordinates (Å):
K: 2.83372 -1.22803 1.19329
K: -2.74441 -1.99667 -0.30235
K: 0.74477 3.41851 0.23042
P: -0.08370 0.04405 -0.39297
O: -1.34324 0.05499 0.50743
O: -0.24271 0.78943 -1.70482
O: 0.26468 -1.43362 -0.67013
O: 1.08322 0.76843 0.41233
C: 0.69844 -3.22609 -3.80401
C: 2.00935 -2.47551 -3.44725
O: 2.30519 -2.40263 -2.05138
O: -0.42657 -2.34075 -3.56021
H: 0.48482 -4.07306 -3.14776
H: 0.57692 -3.41805 -4.86864
H: 2.01080 -1.47428 -3.88984
H: 2.83181 -3.03323 -3.91282
H: 1.48486 -2.09907 -1.61866
H: -0.31359 -2.01765 -2.65779
C: 0.87506 -4.69025 0.15956
C: 0.88104 -4.47995 1.64095
O: 1.13901 -3.11152 1.91944
O: -0.17788 -3.97206 -0.46373
H: 0.85774 -5.77074 -0.04007
H: 1.83406 -4.48259 -0.33185
H: 1.65609 -5.12021 2.07227
H: -0.10578 -4.69776 2.06087
H: 0.28369 -2.64800 1.99225
H: 0.17093 -3.06874 -0.54617
C: -2.83653 2.63055 2.21545
C: -4.04537 2.04955 1.46866
O: -3.87276 0.64405 1.37700
O: -1.66636 2.48438 1.41885
H: -2.65495 1.96351 3.06964
H: -2.95313 3.65035 2.57655
H: -4.15806 2.54646 0.49948
H: -4.96396 2.20565 2.03923
H: -2.94720 0.49045 1.14127
H: -1.50226 1.55615 1.15136
C: 3.95535 1.84809 -0.89266
C: 3.78145 0.53871 -1.69238
O: 4.47651 -0.56738 -1.12243
O: 3.42668 1.78734 0.41659
H: 3.58378 2.66724 -1.50657
H: 5.03483 2.02176 -0.85562
H: 4.11822 0.66883 -2.72640
H: 2.71551 0.29792 -1.77032
H: 4.35331 -1.34708 -1.67484
H: 2.52388 1.41349 0.44286
C: 1.74068 2.73746 -3.78698
C: 0.64857 2.42580 -4.81620
O: 0.27675 1.05855 -4.81022
O: 1.44160 2.65804 -2.37119
H: 2.09269 3.76220 -3.95691
H: 2.64223 2.17987 -4.06519
H: 1.01781 2.67413 -5.81424
H: -0.21445 3.09610 -4.72187
H: -0.00562 0.82349 -3.91780
H: 0.83695 1.87796 -2.23789
C: 0.80313 1.78588 3.75344
C: 1.01905 1.79587 5.25416
O: 0.02315 1.01482 5.89925
O: 1.07714 0.58777 3.08066
H: 1.48167 2.56987 3.36539
H: -0.20619 2.16992 3.55959
H: 0.93620 2.79730 5.66646
H: 1.96741 1.28836 5.47239
H: -0.04895 0.14179 5.49639
H: 0.88886 0.72783 2.12376
C: -3.40920 2.35026 -2.72788
C: -3.71735 0.93099 -2.23798
O: -2.72386 -0.08886 -2.44897
O: -2.28426 2.95119 -2.08117
H: -4.21347 3.06397 -2.54536
H: -3.16392 2.35008 -3.79596
H: -4.61264 0.64292 -2.79734
H: -3.99074 0.92742 -1.17674
H: -1.92980 0.18371 -1.94674
H: -1.56105 2.30874 -2.11806
C: -1.73648 -1.11002 3.71432
C: -1.34513 -1.85905 4.94099
O: 0.07754 -1.89392 5.07538
O: -1.28922 -1.74437 2.50700
H: -1.42565 -0.06370 3.70434
H: -2.82948 -1.11439 3.61080
H: -1.71539 -2.88997 4.90589
H: -1.67126 -1.38650 5.86761
H: 0.49232 -2.03733 4.21506
H: -1.32686 -1.05912 1.80768

The energy above the lowest of the compared OMol25 structures with the same formula, charge and spin is 0.190 eV. As for the total energy: -4284.682967 Eh. As for the charge: 0. The value obtained for the gap between HOMO and LUMO is 9.30 eV.

# 2
Formula: C25H28N2O6S
Source: OMol25
Level of theory: ωB97M-V/def2-TZVPD

Cartesian coordinates (Å):
C: 0.51366 5.11230 -3.09312
C: 0.74828 3.69838 -3.61402
O: 1.39854 2.87025 -2.66896
C: 0.70828 2.40691 -1.58814
C: -0.66691 2.50058 -1.40581
C: -1.25847 1.95127 -0.28403
C: -0.49929 1.29301 0.67429
N: -1.09876 0.74142 1.82134
C: -2.21705 -0.16004 1.73587
C: -1.78681 -1.63094 1.79163
O: -2.50289 -2.50962 2.22273
N: -0.54484 -1.84504 1.31617
C: 0.05311 -3.15036 1.20164
C: 0.09539 -3.62780 -0.26197
O: 0.66479 -2.65638 -1.10930
C: -0.13601 -1.77514 -1.78408
C: -1.50838 -1.65429 -1.65761
C: -2.21211 -0.75040 -2.44274
C: -1.54853 0.03341 -3.35942
C: -0.16915 -0.05804 -3.48293
C: 0.54987 -0.94081 -2.69633
O: 1.90059 -1.09219 -2.72373
C: 2.64614 -0.27778 -3.59800
S: -0.62778 1.18733 3.36398
O: -1.81282 1.49227 4.11042
O: 0.39160 2.18267 3.23686
C: 0.06991 -0.33093 4.00998
C: 1.41507 -0.58859 3.83323
C: 1.93591 -1.79593 4.26819
C: 1.10495 -2.72809 4.87091
C: -0.23908 -2.44982 5.06219
C: -0.76176 -1.24133 4.63225
C: 0.87837 1.20401 0.49363
C: 1.47303 1.75767 -0.61877
H: 0.05521 5.71820 -3.86983
H: -0.13614 5.10090 -2.22170
H: 1.46136 5.56125 -2.80713
H: -0.19279 3.24212 -3.94485
H: 1.43552 3.72559 -4.46485
H: -1.29569 3.00026 -2.12476
H: -2.32518 2.04550 -0.15005
H: -2.89379 0.04153 2.56999
H: -2.76357 -0.00585 0.80068
H: -0.04447 -1.08014 0.88901
H: -0.54276 -3.84231 1.79990
H: 1.07126 -3.10269 1.59792
H: -0.90329 -3.91743 -0.60113
H: 0.75160 -4.50093 -0.32902
H: -2.05569 -2.25842 -0.95108
H: -3.28317 -0.67773 -2.33214
H: -2.09503 0.72238 -3.98535
H: 0.33919 0.56421 -4.20139
H: 3.68766 -0.54535 -3.42708
H: 2.50225 0.78472 -3.38070
H: 2.39198 -0.47593 -4.64483
H: 2.03752 0.16751 3.38082
H: 2.98652 -2.00881 4.13886
H: 1.51062 -3.67223 5.20279
H: -0.88132 -3.17178 5.54174
H: -1.79960 -0.99183 4.78051
H: 1.48525 0.71731 1.24007
H: 2.53972 1.69198 -0.76270

The energy above the lowest of the compared OMol25 structures with the same formula, charge and spin is 2.262 eV. As for the total energy: -1928.571532 Eh. As for the charge: 0. The value obtained for the gap between HOMO and LUMO is 8.77 eV. The structure (SMILES) is CCOc1ccc(N(CC(=O)NCCOc2ccccc2OC)S(=O)(=O)c2ccccc2)cc1.

# 3
Formula: C22H20BrIrN
Source: OMol25
Level of theory: ωB97M-V/def2-TZVPD

Cartesian coordinates (Å):
C: 1.28842 1.34378 -1.62158
C: 1.68675 0.17526 -0.91692
C: 0.66279 -0.80284 -1.03996
H: 2.67637 -0.00321 -0.50858
C: -0.44697 -0.25015 -1.69203
C: -0.11602 1.08447 -2.13923
H: -0.67437 1.60763 -2.95762
H: 1.97348 2.14494 -1.93973
H: 0.75153 -1.83491 -0.76592
H: -1.34028 -0.78509 -1.96977
Ir: -0.16093 1.53898 0.12067
Br: -1.07548 1.57389 2.35443
C: -1.17798 3.34837 0.84634
C: -1.52379 3.10695 -0.54564
C: -0.39127 3.38728 -1.31525
H: -2.55002 3.16065 -0.88131
C: 0.73518 3.56769 -0.46269
C: 0.33838 3.37449 0.85386
H: 0.90530 3.63415 1.74902
H: -1.86479 3.93400 1.57682
H: -0.41562 3.70644 -2.35284
H: 1.67264 4.05652 -0.75474
C: -3.22476 -3.47312 1.76729
C: -3.22797 -2.49933 0.76341
C: -2.19601 -1.56575 0.60067
C: -1.03103 -1.64509 1.42814
C: -1.09121 -2.58289 2.48895
C: -2.13453 -3.49394 2.63023
N: 0.05548 -0.80824 1.25053
C: 1.28149 -1.22394 1.71953
C: 2.23505 -0.30961 2.20978
C: 3.41666 -0.71996 2.85409
C: 3.75710 -2.06485 2.91312
C: 2.89353 -3.02121 2.38799
C: 1.72437 -2.59723 1.74090
H: -4.02491 -4.19524 1.93586
H: -4.11766 -2.49527 0.12315
H: -2.34580 -0.79147 -0.16592
H: -0.27046 -2.56810 3.21002
H: -2.06426 -4.17459 3.48516
H: 2.01383 0.78959 2.21009
H: 4.10623 -0.01120 3.27642
H: 4.70412 -2.42540 3.37078
H: 3.08770 -4.08063 2.40607
H: 1.03604 -3.36656 1.30879

The spin multiplicity is 5. The energy above the lowest of the compared OMol25 structures with the same formula, charge and spin is 3.102 eV. As for the total energy: -3583.122506 Eh. As for the charge: -1. The value obtained for the gap between HOMO and LUMO (alpha / beta) is 4.58 / 5.11 eV.

# 4
Formula: CHF4NO
Source: OMol25
Level of theory: ωB97M-V/def2-TZVPD

Cartesian coordinates (Å):
C: -0.72792 -0.26839 -0.89139
N: 1.08752 1.13729 1.36646
O: -1.07279 0.71045 -0.25487
F: -0.87745 -0.27836 -2.24832
F: -1.20292 -1.49785 -0.50083
F: 1.61255 0.09811 0.80649
F: 0.61337 0.69595 2.44639
H: 0.56764 -0.59720 -0.72392

The energy above the lowest of the compared OMol25 structures with the same formula, charge and spin is 3.806 eV. As for the total energy: -567.890129 Eh. As for the charge: 0. The value obtained for the gap between HOMO and LUMO (alpha / beta) is 11.43 / 7.29 eV.

# 5
Formula: C5H13NO
Source: OMol25
Level of theory: ωB97M-V/def2-TZVPD

Cartesian coordinates (Å):
C: -0.23231 1.26929 -0.52929
N: 0.12412 0.15403 0.34661
C: 0.34311 0.42454 1.73658
C: 0.66435 -0.96360 2.32623
C: -0.18321 -1.98861 1.51401
C: -0.74181 -1.09133 0.32809
H: 0.66826 2.03092 -0.46437
H: -1.16269 1.73729 -0.18453
H: -0.45345 0.82525 -1.52732
H: -0.67080 0.74267 2.23515
H: 1.19446 1.07433 1.82796
H: 0.35688 -0.97346 3.34064
H: 1.69034 -1.20268 2.11709
H: 0.28675 -2.79713 0.92213
H: -0.94886 -2.40037 2.13033
H: -0.55750 -1.59735 -0.80421
H: -1.78653 -1.03826 0.64690
O: 0.34356 1.67411 -5.46632
H: 0.36903 1.74819 -4.45614
H: 0.69630 2.37218 -6.03954

The energy above the lowest of the compared OMol25 structures with the same formula, charge and spin is 2.523 eV. As for the total energy: -328.226116 Eh. As for the charge: 0. The value obtained for the gap between HOMO and LUMO is 9.18 eV. The structure (SMILES) is CN1CCCC1.O.

# 6
Formula: C4H10N3
Source: OMol25
Level of theory: ωB97M-V/def2-TZVPD

Cartesian coordinates (Å):
C: 2.29187 -0.32616 -0.89227
C: 2.07541 -0.52995 0.40714
C: 0.85233 -0.07255 1.22178
C: -0.38937 0.16180 0.17305
N: -0.38256 1.37060 -0.54070
N: -1.32961 -0.74523 0.18051
N: -2.74969 -0.58548 -0.04093
H: 3.22588 -0.34516 -1.44511
H: 1.72134 0.44773 -1.35173
H: 2.71584 -1.18022 0.93690
H: 1.01236 0.98232 1.58146
H: 0.60661 -0.89642 1.91603
H: 0.49952 1.89358 -0.59223
H: -0.91212 1.63043 -1.36065
H: -3.03591 -0.77343 0.92694
H: -3.10647 0.30268 -0.40965
H: -3.09544 -1.33457 -0.71053

The energy above the lowest of the compared OMol25 structures with the same formula, charge and spin is 3.842 eV. As for the total energy: -322.319380 Eh. As for the charge: +1. The value obtained for the gap between HOMO and LUMO is 9.47 eV. The structure (SMILES) is C=CC/C(N)=N/[NH3+].

- Among the records above, which one has the lowest charge?
  C22H20BrIrN

- Number 2 is which compound?
  C25H28N2O6S